Model a:
24
Properties=species:S:1:pos:R:3:nbo_charge:R:1 method="wB97M-V/def2-TZVPD" molar_mass_g_mol=142.202 lumo_ev=0.65 homo_lumo_gap_ev=9.72 multiplicity=1
C -0.5794 1.7415 1.6199 -0.6160
C -0.0468 1.5037 0.2167 -0.2142
N 0.1435 0.0922 -0.1143 -0.4635
C 0.2624 -0.1266 -1.5407 -0.2875
C -1.0373 -0.5646 -2.1822 0.6069
N -2.1952 -0.0204 -1.8631 -0.8212
C 1.2004 -0.5288 0.6343 -0.0649
C 0.8886 -1.1937 1.9429 -0.4219
C 1.2288 -2.0252 0.7363 -0.4303
H 0.1723 1.5161 2.3873 0.2105
H -0.8679 2.7963 1.7276 0.2159
H -1.4644 1.1181 1.8109 0.2085
H -0.7591 1.9178 -0.5121 0.2064
H 0.9011 2.0649 0.0794 0.1643
H 0.6165 0.7761 -2.0681 0.2281
H 1.0013 -0.9088 -1.7755 0.2287
H 2.1803 -0.0329 0.5614 0.1832
H 1.6212 -1.1103 2.7464 0.2173
H -0.1536 -1.1776 2.2614 0.2242
H 0.4160 -2.5741 0.2596 0.2222
H 2.2015 -2.5165 0.6981 0.2200
O -1.0545 -0.6131 -3.4808 -0.6878
H -2.3456 -0.0471 -0.8565 0.3789
H -2.3301 -0.0871 -3.2888 0.4921

Model b:
24
Properties=species:S:1:pos:R:3:nbo_charge:R:1 method="wB97M-V/def2-TZVPD" molar_mass_g_mol=142.202 lumo_ev=0.48 homo_lumo_gap_ev=7.97 multiplicity=1
C 0.5193 -0.3393 1.9310 -0.3169
C 1.1811 1.1473 -0.4593 -0.6036
C -1.4322 -1.7512 1.0144 -0.4149
C -1.4146 0.1692 -1.3200 -0.6846
C 1.9219 0.7309 -1.7213 -0.6403
N -0.4763 -0.6509 0.8368 -0.3833
C 1.0613 -0.8304 0.6669 0.7124
C -0.8643 0.6158 0.0142 0.4957
N -1.4549 1.5890 0.6275 -0.8103
O 1.7052 -1.6656 0.1112 -0.5503
H -1.0973 1.8065 1.5528 0.3305
H 0.5620 0.7077 2.2111 0.2406
H 0.5083 -1.0540 2.7493 0.2349
H 1.8787 1.3507 0.3587 0.1872
H 0.7153 2.1195 -0.6126 0.2241
H -2.3606 -1.3452 1.4123 0.2271
H -1.6189 -2.2168 0.0488 0.2237
H -1.0217 -2.5030 1.6875 0.2166
H -2.4432 -0.1760 -1.1964 0.2271
H -0.8123 -0.6205 -1.7675 0.2205
H -1.4253 1.0282 -1.9872 0.2465
H 2.7069 1.4545 -1.9664 0.2061
H 2.4226 -0.2335 -1.6217 0.2155
H 1.2389 0.6670 -2.5700 0.1956

Model c:
24
Properties=species:S:1:pos:R:3:nbo_charge:R:1 method="wB97M-V/def2-TZVPD" molar_mass_g_mol=142.202 lumo_ev=0.95 smiles="C[C@@H]1CCC[C@H](C)N1N=O" homo_lumo_gap_ev=9.94 multiplicity=1
C 1.0124 1.4528 1.2860 -0.6130
C 0.9241 0.9654 -0.1783 -0.1005
C -0.3160 1.4826 -0.8521 -0.3976
C -1.6025 0.6375 -0.4167 -0.4181
C -1.3125 -0.7750 -1.0168 -0.4106
C -0.1044 -1.3992 -0.2997 -0.0511
C -0.3701 -1.8645 1.1489 -0.6225
H 1.7927 0.9129 1.8160 0.2240
H 1.2258 2.5820 1.2969 0.2175
H 0.0162 1.2196 1.7994 0.1974
H 1.8429 1.4107 -0.6565 0.2428
H -0.1918 1.2845 -1.9912 0.2064
H -0.5001 2.5621 -0.6636 0.2193
H -1.8664 0.6567 0.6591 0.2062
H -2.4287 1.1914 -0.8185 0.2163
H -1.1722 -0.7442 -2.0923 0.2146
H -2.1613 -1.4322 -0.8359 0.2102
H 0.2665 -2.2661 -0.8966 0.2317
H -1.1504 -2.6162 1.1440 0.2128
H -0.8062 -1.0994 1.7978 0.2095
H 0.6153 -2.3006 1.5331 0.2261
N 0.9748 -0.4801 -0.3483 -0.2673
N 2.1641 -1.0336 -0.7254 0.2401
O 3.1480 -0.3472 -0.6892 -0.3944

Here is how they stack up, most stable first: model c, model a, model b.

Model a:
13
Properties=species:S:1:pos:R:3:nbo_charge:R:1 method="wB97M-V/def2-TZVPD" molar_mass_g_mol=90.171 lumo_ev=3.93 homo_lumo_gap_ev=6.35 charge=-1 multiplicity=1
C -0.8668 -1.3303 -1.9999 -0.7433
S -1.4330 -1.6803 -0.3159 -0.7103
H 0.2089 -1.1579 -1.9861 0.1713
H -1.3518 -0.4229 -2.3956 0.1689
H -1.0614 -2.1332 -2.7137 0.1713
C 2.3084 2.1829 1.2894 -0.5753
C 1.1370 1.9404 0.7030 0.0429
N 0.3072 0.8570 0.9915 -0.8662
H 2.6777 1.6152 2.1351 0.1835
H 2.9626 2.8938 0.7924 0.1866
H 0.8360 2.4825 -0.1873 0.1715
H 0.4502 0.5437 1.9417 0.3559
H -0.0590 0.1400 0.3503 0.4432

Model b:
13
Properties=species:S:1:pos:R:3:nbo_charge:R:1 method="wB97M-V/def2-TZVPD" molar_mass_g_mol=90.171 lumo_ev=3.75 homo_lumo_gap_ev=5.97 charge=-1 multiplicity=1
C 1.8857 -1.0146 2.0592 -0.7486
S 0.5631 0.2270 2.0305 -0.7186
H 2.6637 -0.8004 1.3048 0.1614
H 1.6263 -2.0600 1.8633 0.1660
H 2.4280 -0.8472 2.9926 0.1806
C -1.1913 0.5612 -3.2288 -0.4524
C -0.6748 -0.1287 -1.0827 -0.0412
N -1.5792 0.3838 -1.8188 -0.4553
H -2.0906 0.8317 -3.7913 0.1836
H -0.4483 1.3576 -3.3156 0.1872
H -0.8542 -0.3649 -3.6978 0.1779
H -0.8296 -0.3405 -0.0239 0.2397
H 0.3397 -0.1996 -1.5042 0.1196

Here is how they stack up, most stable first: model a, model b.

Model a:
12
Properties=species:S:1:pos:R:3:nbo_charge:R:1 method="wB97M-V/def2-TZVPD" molar_mass_g_mol=86.090 lumo_ev=0.75 smiles="O=C1CC(O)C1" homo_lumo_gap_ev=10.54 multiplicity=1
O 1.4446 -0.9297 0.7657 -0.6985
C 0.5524 -0.6377 -0.2827 0.1070
C -0.9442 -0.6851 0.1322 -0.5543
C -0.8481 0.8319 0.2961 0.6045
O -1.4148 1.6387 0.9803 -0.5069
C 0.4100 0.8791 -0.5774 -0.5593
H 1.4021 -0.2183 1.4190 0.4642
H 0.8417 -1.2772 -1.1178 0.1878
H -1.2180 -1.2865 1.0025 0.2401
H -1.5950 -0.9355 -0.7145 0.2383
H 0.1447 1.0735 -1.6226 0.2432
H 1.2247 1.5466 -0.2809 0.2338

Model b:
12
Properties=species:S:1:pos:R:3:nbo_charge:R:1 method="wB97M-V/def2-TZVPD" molar_mass_g_mol=86.090 lumo_ev=-0.07 homo_lumo_gap_ev=9.32 multiplicity=1
O -1.7907 0.6828 -0.3633 -0.7158
C -0.7623 0.1804 0.4487 0.0126
C 0.1952 -1.0488 0.1692 0.0567
C 1.0631 -0.2351 -0.7986 -0.4734
C 0.5467 0.8179 0.1315 0.1663
O 0.9593 -0.7069 1.2861 -0.5528
H -2.5613 0.8400 0.1963 0.4822
H -1.0266 0.1532 1.5101 0.1898
H -0.1714 -2.0643 0.0031 0.1937
H 2.1406 -0.4248 -0.6984 0.2300
H 0.7569 -0.1036 -1.8365 0.2094
H 0.6505 1.9092 -0.0482 0.2011

Here is how they stack up, most stable first: model a, model b.

Model a:
12
Properties=species:S:1:pos:R:3:nbo_charge:R:1 method="wB97M-V/def2-TZVPD" molar_mass_g_mol=86.090 lumo_ev=0.67 homo_lumo_gap_ev=9.62 multiplicity=1
O 1.8328 -0.7829 -0.8279 -0.7004
C 0.4466 -0.6118 -0.6417 -0.0653
C 0.0397 -0.3349 0.8179 -0.4701
C -1.0702 0.6794 0.6117 -0.1006
O -0.6873 1.3647 -0.6374 -0.4498
C 0.0659 0.6580 -1.4174 0.2615
H 2.1068 -0.0042 -1.3386 0.4776
H -0.0951 -1.4867 -1.0396 0.1933
H -0.3085 -1.2204 1.3583 0.2296
H 0.8959 0.0920 1.3521 0.2275
H -1.2005 1.4428 1.3808 0.2071
H -2.0260 0.2040 0.3818 0.1896

Model b:
12
Properties=species:S:1:pos:R:3:nbo_charge:R:1 method="wB97M-V/def2-TZVPD" molar_mass_g_mol=86.090 lumo_ev=-0.54 smiles="CCC(=O)C=O" homo_lumo_gap_ev=9.32 multiplicity=1
C -1.6614 -0.2192 0.7907 -0.6106
C -0.1335 -0.4068 0.7235 -0.5120
C 0.4740 0.3361 -0.4097 0.4757
O -0.0710 0.4859 -1.4833 -0.4999
C 1.9699 0.5596 -0.3058 0.3466
O 2.6331 0.2102 0.6403 -0.4722
H -1.8941 0.8426 0.6333 0.2150
H -2.1961 -0.7611 0.0088 0.2239
H -2.0967 -0.4773 1.7632 0.2170
H 0.2595 -1.3683 0.3851 0.2454
H 0.3654 -0.2321 1.6798 0.2425
H 2.3632 1.0653 -1.1989 0.1286

Model c:
12
Properties=species:S:1:pos:R:3:nbo_charge:R:1 method="wB97M-V/def2-TZVPD" molar_mass_g_mol=86.090 lumo_ev=0.76 homo_lumo_gap_ev=9.61 multiplicity=1
C 0.6075 2.2805 -1.7080 0.1849
C 0.8576 1.2736 -0.7250 0.4032
C -0.9822 -0.0426 0.5700 -0.6429
C 0.2476 -0.5600 -0.0722 -0.2330
O 0.5372 2.5340 -0.2624 -0.5091
O 1.9532 1.6792 -1.4886 -0.5050
H -0.0037 2.4539 -2.4836 0.2056
H -1.4543 0.4604 -0.1641 0.2181
H -0.7847 0.6163 1.4349 0.2352
H -1.6070 -0.9820 0.7813 0.2115
H 0.0787 -1.0065 -1.0464 0.2129
H 1.1312 -0.8822 0.4398 0.2186

Model d:
12
Properties=species:S:1:pos:R:3:nbo_charge:R:1 method="wB97M-V/def2-TZVPD" molar_mass_g_mol=86.090 lumo_ev=0.74 homo_lumo_gap_ev=9.25 multiplicity=1
O -0.5562 1.2173 -1.4999 -0.6618
C -0.3981 1.2778 -0.1731 0.2305
C -0.4465 0.2315 0.7043 -0.3330
C -0.2949 -1.1794 0.1646 -0.1000
O 0.7822 -0.9668 -0.7456 -0.5837
C 1.4888 0.0805 -0.1199 0.0344
H -0.2453 0.3384 -1.7939 0.4986
H -0.3535 2.2999 0.1924 0.2049
H -0.5058 0.4320 1.7678 0.2376
H 0.0002 -1.8829 0.9536 0.1910
H -1.1630 -1.5816 -0.3727 0.1929
H 1.6923 -0.2668 0.9225 0.0886

Here is how they stack up, most stable first: model b, model a, model d, model c.

Model a:
38
Properties=species:S:1:pos:R:3:nbo_charge:R:1 method="wB97M-V/def2-TZVPD" molar_mass_g_mol=230.234 lumo_ev=-2.51 homo_lumo_gap_ev=11.26 charge=+1 multiplicity=1
O 0.3377 -0.0045 -2.3391 -0.6750
C -0.6220 0.8628 -2.0002 0.7713
C -1.4190 0.3487 -0.8092 -0.3407
N -0.7198 0.7600 0.4351 -0.5375
C -1.6013 1.2372 1.5459 -0.2352
C -2.5811 0.2150 2.0690 -0.6427
O -0.7910 1.9247 -2.5298 -0.5576
H 0.7632 0.2287 -3.1630 0.5192
H -1.4666 -0.7196 -0.8330 0.2580
H -2.3670 0.8775 -0.8394 0.2584
H -0.0578 1.5202 0.2794 0.4672
H -0.0980 0.0276 0.7798 0.4752
H -0.9345 1.4939 2.3721 0.2134
H -2.0423 2.1365 1.1620 0.2582
H -2.3207 -0.2912 2.9976 0.2343
H -3.4693 0.7175 2.4650 0.2403
H -2.9083 -0.4617 1.2842 0.2150
H 1.7071 -1.4161 0.3799 0.5157
H 1.7151 -1.2059 1.9050 0.4840
O 1.5874 -0.7426 1.0722 -0.9798
H 2.3125 -2.3252 -3.9625 0.4800
H 1.0741 -2.6547 -4.9072 0.4889
O 1.4527 -2.0461 -4.2686 -0.9667
H -0.4671 -3.0553 1.2043 0.4878
H -1.8508 -2.7211 0.7520 0.4787
O -0.9854 -2.3101 0.8793 -0.9607
H 1.2817 3.6262 0.7131 0.4928
H 1.6220 3.1077 -0.6570 0.4939
O 0.9193 3.0785 0.0051 -0.9573
H 3.8582 -0.7399 1.4663 0.4842
H 5.3408 -1.1308 1.0464 0.4874
O 4.4823 -1.4546 1.3171 -0.9739
H 2.8125 -3.2573 0.0424 0.4912
H 2.1628 -3.6941 1.2725 0.4769
O 1.9150 -3.3992 0.3837 -0.9549
H -2.2599 3.9358 -0.9540 0.4883
H -3.5759 4.0564 -0.2633 0.4838
O -2.8065 3.4755 -0.3031 -0.9620

Model b:
38
Properties=species:S:1:pos:R:3:nbo_charge:R:1 method="wB97M-V/def2-TZVPD" molar_mass_g_mol=230.234 lumo_ev=-2.49 homo_lumo_gap_ev=10.39 charge=+1 multiplicity=1
O -0.7154 -0.1414 2.9546 -0.4910
C -1.0298 -0.8524 2.0494 0.4361
C -1.3346 -0.1052 0.6476 -0.1735
C -0.2405 -0.5453 -0.2996 -0.4745
C -0.6017 -1.9604 -0.9286 -0.0553
O -1.9480 -2.2254 -0.9459 -0.7533
N -1.1662 1.3863 0.6479 -0.7427
H -1.1083 -1.9306 2.0027 0.1664
H -2.3213 -0.3922 0.2864 0.2457
H 0.7652 -0.4491 0.2334 0.2378
H -0.1474 0.1866 -1.1395 0.2194
H -0.0597 -2.8466 -0.3585 0.1518
H -0.3474 -1.9662 -2.1515 0.2006
H -2.1802 -2.5574 0.0109 0.4818
H -1.1206 1.7324 -0.3451 0.4632
H -2.0081 1.9373 0.9846 0.4458
H -0.2033 1.7219 1.0655 0.4928
H -3.2538 -3.7411 1.2870 0.4847
H -2.0650 -4.3568 1.2938 0.4915
O -2.4002 -3.4853 1.3297 -0.9114
H 1.9171 2.2113 1.7826 0.5057
H 1.2514 2.5704 3.0555 0.4951
O 1.0183 2.5364 2.1188 -0.9871
H -2.3424 2.4971 -2.6186 0.4918
H -0.7498 2.5063 -2.3255 0.5051
O -1.6975 2.6757 -2.0028 -0.9911
H 2.8298 -1.3118 0.4608 0.5050
H 2.4953 -2.6099 -0.3622 0.4981
O 2.4320 -1.7028 -0.2918 -0.9677
H 2.5076 -0.3315 -1.4151 0.5171
H 2.1963 0.6341 -2.5246 0.4968
O 2.3218 0.6615 -1.5841 -1.0278
H 3.9576 1.2693 1.0625 0.5031
H 2.6964 1.0003 0.1283 0.5020
O 3.0311 1.0183 0.9791 -0.9859
H 1.1895 2.6650 -3.9193 0.4836
H 1.2969 2.2993 -2.7109 0.4690
O 0.7338 1.9550 -3.4490 -0.9289

Here is how they stack up, most stable first: model a, model b.